A molecular structure, C37H36FeN3O2Si at a distorted geometry, computed with ωB97M-V with the def2-TZVPD basis set.

Summary:
charge = +1
expectation value of S² = 6.011
HOMO-LUMO gap (alpha / beta) = 7.31 / 7.15 eV
total energy = -3299.46016 hartree
E_LUMO (alpha / beta) = -3.4180 / -3.5739 eV
multiplicity = 5

Geometry as XYZ:
```
80
Properties=species:S:1:pos:R:3:forces:R:3
Fe 0.346558 0.433576 -0.108792 0.5034 -0.5032 -0.8141
C 2.235647 -2.013876 3.094648 0.1073 0.0163 -0.1186
C 1.293411 -1.944768 4.100184 -0.1573 0.0529 0.1031
C 0.170787 -1.140432 3.926325 0.0725 -0.0814 0.2072
C 0.042614 -0.436392 2.747794 -0.3761 0.2790 -0.0335
N 0.946432 -0.521749 1.766609 -0.0675 -0.0318 -0.0272
C 2.021458 -1.285645 1.931273 0.0455 0.0257 -0.0300
C -1.129461 0.456580 2.447430 0.2842 -0.3206 0.3543
C -1.998915 0.948707 3.406646 -0.0264 -0.0586 0.0753
C -3.027912 1.781630 2.996416 -0.0172 -0.0037 0.0615
C -3.161074 2.107864 1.656795 -0.0865 0.0089 -0.0747
C -2.246307 1.583319 0.757872 -0.2152 0.2312 -0.4502
N -1.272430 0.778526 1.165924 0.0964 0.1489 0.0630
C -2.223941 1.912880 -0.709996 -0.0390 -0.0715 0.4429
C -3.304392 2.464141 -1.366801 -0.1505 0.1007 -0.1136
C -3.172903 2.785476 -2.713170 -0.1480 0.0145 0.1237
C -1.969385 2.552860 -3.345931 0.1416 -0.0293 -0.0632
C -0.938519 1.976670 -2.617187 0.0430 0.0027 0.0034
N -1.069319 1.651769 -1.334211 0.0340 -0.0789 0.1133
H 3.125768 -2.619164 3.196164 -0.0154 0.0152 -0.0130
H 1.422938 -2.507907 5.015181 -0.0157 0.0095 -0.0147
H -0.588823 -1.076387 4.693368 0.0451 -0.0274 0.0016
H 2.725299 -1.295123 1.106258 -0.0245 -0.0070 0.0267
H -1.861594 0.707599 4.451144 -0.0354 0.0234 -0.0218
H -3.715181 2.192869 3.724290 0.0144 -0.0097 -0.0125
H -3.942485 2.776474 1.325397 0.0180 -0.0047 0.0317
H -4.237147 2.635972 -0.847745 0.0134 0.0092 -0.0361
H -4.005110 3.217449 -3.252916 0.0043 -0.0036 0.0102
H -1.819690 2.805501 -4.386453 0.0042 -0.0105 0.0252
H 0.026946 1.774020 -3.064767 -0.0069 0.0163 0.0069
O 1.984332 0.548036 -0.940648 0.2284 0.2517 0.0166
Si 3.451093 0.861623 -1.565250 -0.3547 -0.0673 0.1119
C 3.780142 -0.307281 -2.981065 0.0649 -0.1096 -0.1924
C 4.162530 -1.632142 -2.739558 -0.0726 0.0052 -0.0490
C 4.293042 -2.546026 -3.776911 -0.0092 0.0359 0.0094
C 4.042964 -2.148368 -5.085015 -0.0046 0.0188 0.0071
C 3.670634 -0.837246 -5.349811 0.0119 0.0011 0.0423
C 3.545884 0.073216 -4.305881 -0.0149 -0.0720 0.0064
C 3.505429 2.622415 -2.188633 -0.0572 0.1823 -0.0686
C 2.456191 3.508122 -1.933016 0.0634 0.0346 -0.0381
C 2.496434 4.826588 -2.374328 0.0034 -0.0433 0.0094
C 3.596610 5.282420 -3.085481 0.0091 -0.0147 -0.0007
C 4.655112 4.420749 -3.347287 -0.0222 -0.0294 0.0251
C 4.607546 3.107592 -2.900596 -0.0194 0.0017 -0.0015
C 4.768973 0.635640 -0.261352 0.1426 -0.0708 0.1484
C 6.053389 0.176816 -0.570269 -0.0117 0.0205 0.0827
C 7.034306 0.071153 0.409666 -0.0517 -0.0009 -0.0162
C 6.746688 0.421377 1.721402 0.0017 0.0000 -0.0118
C 5.478967 0.884120 2.050879 -0.0322 -0.0044 -0.0320
C 4.505234 0.989833 1.066603 0.0161 0.0003 -0.0105
H 4.362708 -1.956579 -1.722535 0.0046 0.0070 -0.0237
H 4.597187 -3.565146 -3.569597 -0.0118 0.0240 -0.0013
H 4.148404 -2.857700 -5.897046 -0.0027 0.0209 0.0217
H 3.487411 -0.522698 -6.370281 0.0030 -0.0016 0.0250
H 3.264049 1.098627 -4.526640 0.0122 -0.0401 0.0002
H 1.598546 3.161992 -1.366647 -0.0397 -0.0159 0.0122
H 1.674951 5.500275 -2.159287 0.0137 -0.0222 -0.0015
H 3.633755 6.308137 -3.430831 0.0018 -0.0193 0.0047
H 5.517448 4.775229 -3.897629 -0.0044 -0.0058 0.0048
H 5.444665 2.448404 -3.112962 -0.0249 0.0206 0.0055
H 6.293216 -0.107380 -1.589722 -0.0001 0.0136 0.0259
H 8.022933 -0.285663 0.149583 -0.0076 0.0041 -0.0019
H 7.510707 0.341008 2.484810 -0.0131 0.0010 -0.0162
H 5.254970 1.170303 3.071841 0.0040 -0.0021 -0.0169
H 3.520105 1.365290 1.332343 0.0335 -0.0158 -0.0093
C -0.202742 -3.788438 0.003242 0.0173 -0.0333 0.0082
C -1.017129 -2.512500 -0.016663 0.0116 -0.0407 0.0176
O -0.449562 -1.543257 -0.905997 -0.0069 0.1387 0.0704
C -0.870091 -1.727906 -2.271614 -0.0174 0.0417 -0.0105
C 0.227228 -1.314949 -3.218213 0.0784 -0.0236 -0.0175
H -0.659967 -4.514501 0.678753 0.0258 0.0252 -0.0218
H 0.813843 -3.585773 0.343413 -0.0225 -0.0025 -0.0068
H -0.145348 -4.241694 -0.987671 -0.0090 0.0100 0.0285
H -1.036586 -2.057338 0.972535 -0.0135 0.0036 0.0010
H -2.053261 -2.706109 -0.309424 -0.0081 0.0212 -0.0110
H -1.784748 -1.145697 -2.430259 0.0026 0.0251 0.0216
H -1.118973 -2.780091 -2.417611 -0.0241 -0.0161 0.0051
H 0.614768 -0.331490 -2.961648 0.0285 0.0311 -0.0100
H -0.155073 -1.291781 -4.240467 0.0164 -0.0066 0.0242
H 1.067979 -2.007649 -3.176379 0.0154 0.0051 0.0069
```
Positions in Å, forces in eV/Å.

In elementary charge units, the Mulliken charges are: number 1, Fe, carries 0.912; number 2, C, carries -1.031; number 3, C, carries -0.676; number 4, C, carries -0.785; number 5, C, carries 0.087; number 6, N, carries 0.587; number 7, C, carries -0.429; number 8, C, carries 1.071; number 9, C, carries -0.952; number 10, C, carries -0.806; number 11, C, carries -1.010; number 12, C, carries 0.914; number 13, N, carries 0.589; number 14, C, carries 0.448; number 15, C, carries -0.874; number 16, C, carries -0.574; number 17, C, carries -1.136; number 18, C, carries -0.130; number 19, N, carries 0.332; number 20, H, carries 0.517; number 21, H, carries 0.450; number 22, H, carries 0.443; number 23, H, carries 0.628; number 24, H, carries 0.447; number 25, H, carries 0.450; number 26, H, carries 0.415; number 27, H, carries 0.410; number 28, H, carries 0.443; number 29, H, carries 0.482; number 30, H, carries 0.413; number 31, O, carries 0.315; number 32, Si, carries -1.637; number 33, C, carries 0.690; number 34, C, carries -0.117; number 35, C, carries -0.790; number 36, C, carries -0.481; number 37, C, carries -0.782; number 38, C, carries -0.230; number 39, C, carries 0.470; number 40, C, carries -0.053; number 41, C, carries -0.668; number 42, C, carries -0.495; number 43, C, carries -0.787; number 44, C, carries -0.142; number 45, C, carries 0.659; number 46, C, carries -0.238; number 47, C, carries -0.689; number 48, C, carries -0.533; number 49, C, carries -0.629; number 50, C, carries -0.307; number 51, H, carries 0.403; number 52, H, carries 0.419; number 53, H, carries 0.402; number 54, H, carries 0.421; number 55, H, carries 0.381; number 56, H, carries -0.051; number 57, H, carries 0.433; number 58, H, carries 0.394; number 59, H, carries 0.400; number 60, H, carries 0.384; number 61, H, carries 0.400; number 62, H, carries 0.430; number 63, H, carries 0.394; number 64, H, carries 0.448; number 65, H, carries 0.276; number 66, C, carries -1.219; number 67, C, carries -0.389; number 68, O, carries 0.354; number 69, C, carries -0.610; number 70, C, carries -0.428; number 71, H, carries 0.438; number 72, H, carries 0.212; number 73, H, carries 0.358; number 74, H, carries 0.205; number 75, H, carries 0.419; number 76, H, carries 0.199; number 77, H, carries 0.532; number 78, H, carries -0.512; number 79, H, carries 0.475; number 80, H, carries 0.244